[1]
Molecular formula: CH4N2O3
Method: DFT, ωB97M-V with the def2-TZVPD basis set

Values from the calculation:
Charge: 0
Lowest unoccupied orbital energy: -0.38 eV
Frontier orbital gap: 9.6 eV
DFT total energy: -375.55634 Eh

The geometry in XYZ format:
```
10
Properties=species:S:1:pos:R:3:forces:R:3
C 1.9483 0.1326 0.2559 -0.17 0.21 -0.88
N 0.9251 -0.1417 -0.4399 -1.25 -1.79 1.80
N -2.0259 -0.0287 -0.0385 -0.55 0.11 0.20
O -1.2806 1.0107 -0.2561 1.78 0.68 -0.62
O -3.1733 0.1741 0.2255 -1.03 0.40 0.18
O -1.5491 -1.1462 -0.0948 0.89 -1.10 -0.14
H 2.3774 -0.6804 0.8033 0.71 0.00 0.57
H -0.0883 0.6635 -0.5462 -1.24 -0.61 0.23
H 2.3718 1.1425 0.2304 -0.01 -0.39 0.12
H 0.4945 -1.1264 -0.1398 0.88 2.49 -1.47
```
Positions in Å, forces in eV/Å.

=====

[2]
Molecular formula: CH4N2O3S
Method: DFT, ωB97M-V with the def2-TZVPD basis set

Values from the calculation:
Charge: 0
Lowest unoccupied orbital energy: 0.20 eV
Structure (SMILES): [H]/N=C\O[S@@](=N)(=O)O
Frontier orbital gap: 10.3 eV
DFT total energy: -773.82283 Eh

The geometry in XYZ format:
```
11
Properties=species:S:1:pos:R:3:forces:R:3
C -1.3353 0.9768 0.0848 -2.29 2.70 0.70
N 0.3181 -1.0020 -1.1943 -0.56 2.78 1.76
N -1.7860 -0.1268 0.3043 -2.15 -2.81 0.16
O 0.7897 -0.5657 1.1980 -0.18 -0.72 0.42
O 2.3026 0.5707 -0.5458 -3.26 -1.36 1.66
O -0.0782 1.2868 -0.2301 3.31 -0.79 -0.55
S 0.9686 -0.0151 -0.2520 2.44 1.26 -3.58
H -1.9942 1.8999 0.1947 1.23 -0.95 -0.17
H 0.7428 -1.7875 -1.5761 1.37 -1.32 -0.48
H -1.2016 -0.9232 0.0232 -0.37 0.47 0.46
H 1.2734 -0.3138 1.9933 0.47 0.74 -0.38
```
Positions in Å, forces in eV/Å.

=====

[3]
Molecular formula: CH4N2OS
Method: DFT, ωB97M-V with the def2-TZVPD basis set

Values from the calculation:
Charge: 0
Lowest unoccupied orbital energy: 0.01 eV
Structure (SMILES): O/N=C\NS
Frontier orbital gap: 9.4 eV
DFT total energy: -623.31033 Eh

The geometry in XYZ format:
```
9
Properties=species:S:1:pos:R:3:forces:R:3
C -0.9861 -0.3001 0.0414 0.13 1.02 -2.33
H 1.0189 1.7219 1.3378 0.91 -1.32 -0.92
H 0.4343 -1.1300 1.5187 -0.76 0.85 -1.14
H -1.9128 -0.3135 0.5954 0.29 -0.28 0.87
H 0.7440 -0.1434 -1.5570 1.12 -0.52 2.00
N 0.3565 -0.5873 0.6335 -0.37 1.22 -0.61
N -1.2903 0.0444 -1.2324 4.82 -1.84 4.25
O -0.0719 0.0286 -1.9697 -3.18 1.11 -3.01
S 1.7075 0.6793 0.6323 -2.97 -0.25 0.88
```
Positions in Å, forces in eV/Å.

=====

Q: What is the DFT total energy in the first record?
A: -375.55634 Eh

=====

Q: charge of number 2 (CH4N2O3S)?
A: 0

=====

Q: Which formula does entry 2 have?
A: CH4N2O3S